{"formula": "C28H24BrLiN4O2", "method": "ωB97M-V with the def2-TZVPD basis set", "elements": ["Li", "C", "O", "C", "N", "C", "C", "C", "C", "C", "C", "C", "C", "C", "C", "C", "C", "N", "C", "N", "C", "C", "O", "C", "C", "C", "C", "C", "C", "H", "H", "H", "H", "H", "H", "H", "H", "H", "H", "H", "H", "H", "H", "H", "H", "H", "H", "H", "Br", "C", "C", "C", "N", "C", "C", "H", "H", "H", "H", "H"], "positions_angstrom": [[0.197, 0.708, -0.556], [2.652, -1.741, -3.090], [3.073, -0.383, -3.038], [2.158, 0.185, -2.225], [1.083, -0.463, -1.863], [1.192, -1.715, -2.639], [0.764, -2.961, -1.894], [0.232, -2.894, -0.598], [-0.182, -4.051, 0.066], [-0.077, -5.291, -0.559], [0.438, -5.375, -1.851], [0.852, -4.218, -2.516], [2.431, 1.544, -1.752], [3.445, 2.421, -2.052], [3.402, 3.681, -1.426], [2.360, 4.008, -0.534], [1.407, 3.043, -0.309], [1.462, 1.865, -0.910], [0.215, 3.061, 0.551], [-0.547, 2.014, 0.716], [-1.558, 2.495, 1.679], [-1.397, 4.014, 1.651], [-0.084, 4.235, 1.148], [-2.970, 2.030, 1.389], [-3.247, 1.138, 0.341], [-4.551, 0.700, 0.100], [-5.596, 1.140, 0.907], [-5.338, 2.016, 1.959], [-4.034, 2.455, 2.202], [3.299, -2.329, -2.428], [2.756, -2.124, -4.110], [0.534, -1.607, -3.513], [0.129, -1.932, -0.096], [-0.594, -3.977, 1.069], [-0.405, -6.189, -0.043], [0.510, -6.341, -2.343], [1.235, -4.307, -3.530], [4.237, 2.154, -2.742], [4.180, 4.412, -1.634], [2.313, 4.974, -0.046], [-1.274, 2.106, 2.666], [-1.490, 4.450, 2.651], [-2.109, 4.514, 0.985], [-2.442, 0.771, -0.295], [-4.743, 0.008, -0.716], [-6.609, 0.794, 0.721], [-6.152, 2.352, 2.596], [-3.855, 3.126, 3.039], [2.145, -3.059, 4.512], [1.592, -1.993, 3.052], [1.069, -0.727, 3.282], [0.679, 0.013, 2.181], [0.779, -0.427, 0.907], [1.292, -1.663, 0.724], [1.711, -2.482, 1.758], [0.966, -0.322, 4.281], [0.263, 1.010, 2.294], [1.360, -1.988, -0.310], [2.115, -3.466, 1.551], [-1.269, 0.588, -1.360]], "atomic_forces_ev_per_a": [[-1.831, -1.351, 0.030], [0.212, -1.057, -0.637], [-0.414, 0.263, -0.014], [-0.774, -0.440, 0.362], [3.088, 0.221, -1.566], [-0.524, -0.197, 0.024], [-0.466, -0.597, -0.320], [-4.191, -2.767, -2.072], [0.047, -0.153, -0.470], [0.159, 0.153, 0.008], [0.041, 0.161, -0.004], [-0.022, 0.160, 0.540], [-0.863, -0.177, 0.515], [0.399, 0.883, 0.133], [-0.331, -0.259, 0.101], [0.856, 0.265, -0.473], [-0.309, -0.974, -0.070], [0.897, 1.243, -0.309], [-0.517, -0.688, 0.019], [0.950, 3.356, 0.306], [-0.561, -0.337, -0.266], [-0.890, 0.537, 0.770], [0.235, -0.366, -0.128], [-0.769, -0.460, -0.184], [-0.276, 0.126, 0.510], [0.059, 0.333, 0.421], [0.095, -0.029, -0.072], [0.293, 0.015, -0.058], [0.028, -0.113, -0.213], [-0.151, 0.026, 0.045], [0.119, 0.164, 0.184], [0.016, 0.024, 0.117], [-4.263, -1.467, -2.086], [0.005, 0.033, -0.139], [0.041, 0.118, -0.080], [-0.001, 0.169, 0.047], [-0.040, 0.110, 0.090], [-0.049, 0.045, 0.063], [-0.167, -0.157, 0.046], [0.017, -0.070, -0.064], [-0.051, 0.069, 0.038], [0.124, 0.057, -0.227], [0.031, -0.244, 0.025], [0.075, 0.124, -0.081], [0.080, 0.098, 0.089], [0.088, 0.067, 0.054], [0.136, -0.017, -0.061], [0.019, -0.020, -0.043], [0.007, 0.026, -0.042], [-0.110, -0.137, -0.342], [0.035, -0.031, 0.098], [-0.012, -0.528, -0.601], [0.664, -0.415, 1.596], [3.990, 2.919, 2.416], [0.200, -0.012, 0.811], [0.039, -0.095, -0.095], [0.300, -0.488, 0.116], [4.211, 1.865, 1.745], [0.020, 0.099, 0.070], [0.006, -0.083, -0.672]], "homo_lumo_gap_ev": [5.3, 5.3], "spin_multiplicity": 1}

{"formula": "C28H24Cl4N4O4SSiV", "method": "ωB97M-V with the def2-TZVPD basis set", "elements": ["V", "C", "C", "N", "N", "C", "O", "C", "C", "C", "C", "C", "C", "C", "C", "C", "C", "C", "N", "H", "H", "H", "H", "H", "H", "H", "H", "H", "H", "H", "H", "C", "Si", "C", "C", "C", "C", "C", "C", "N", "C", "S", "H", "H", "H", "H", "H", "H", "H", "H", "H", "H", "H", "H", "Cl", "C", "C", "Cl", "C", "Cl", "C", "O", "C", "O", "C", "Cl", "O"], "positions_angstrom": [[0.293, -0.034, 0.871], [-2.723, 1.631, 3.636], [-1.881, 0.716, 2.806], [-0.837, 1.100, 2.115], [-0.464, 2.444, 2.287], [0.839, 2.399, 2.183], [1.458, 1.317, 1.954], [1.674, 3.621, 2.374], [1.097, 4.806, 2.830], [1.867, 5.945, 3.013], [3.229, 5.914, 2.735], [3.808, 4.739, 2.272], [3.033, 3.600, 2.093], [-2.102, -0.682, 2.707], [-3.200, -1.403, 3.206], [-3.227, -2.765, 3.041], [-2.141, -3.394, 2.384], [-1.118, -2.618, 1.901], [-1.068, -1.277, 2.018], [-2.093, 2.347, 4.163], [-3.300, 1.073, 4.374], [-3.411, 2.196, 3.000], [0.035, 4.822, 3.038], [1.402, 6.858, 3.368], [3.835, 6.803, 2.871], [4.865, 4.705, 2.041], [3.473, 2.684, 1.721], [-4.011, -0.895, 3.710], [-4.061, -3.349, 3.416], [-2.110, -4.468, 2.249], [-0.267, -3.065, 1.400], [2.750, -3.772, -2.854], [0.906, -3.942, -3.088], [0.524, -3.578, -4.903], [0.456, -5.754, -2.776], [-0.250, -2.889, -2.047], [-1.602, -3.071, -2.288], [-2.562, -2.338, -1.590], [-2.123, -1.436, -0.651], [-0.835, -1.230, -0.382], [0.100, -1.926, -1.061], [1.686, -1.499, -0.615], [3.265, -4.457, -3.538], [3.049, -4.020, -1.836], [3.088, -2.759, -3.069], [1.149, -4.196, -5.554], [0.724, -2.528, -5.125], [-0.523, -3.784, -5.133], [1.079, -6.410, -3.389], [-0.591, -5.945, -3.020], [0.616, -6.005, -1.726], [-1.938, -3.788, -3.034], [-3.620, -2.469, -1.772], [-2.815, -0.833, -0.073], [1.846, 4.698, -3.903], [0.972, 3.637, -2.832], [-0.415, 3.645, -2.828], [-1.285, 4.714, -3.895], [-1.119, 2.790, -1.964], [-2.862, 2.777, -1.940], [-0.437, 1.934, -1.105], [-0.920, 1.101, -0.259], [0.990, 1.923, -1.111], [1.477, 1.086, -0.271], [1.674, 2.774, -1.974], [3.416, 2.747, -1.963], [1.236, -0.970, 1.794]], "atomic_forces_ev_per_a": [[1.848, -1.030, 3.923], [0.058, 0.063, -0.060], [-0.415, -0.641, 0.047], [-0.939, 1.484, 1.223], [0.164, -0.384, -0.096], [0.507, 0.050, 0.105], [0.633, 1.039, 0.822], [-0.529, 0.371, 0.114], [0.044, 0.111, 0.042], [-0.026, -0.106, -0.020], [0.063, 0.015, -0.004], [-0.092, 0.002, 0.034], [0.144, -0.122, -0.068], [0.296, 0.986, -0.084], [-0.018, -0.667, -0.008], [-0.152, 0.279, 0.147], [0.138, -0.130, -0.049], [0.196, 0.291, 0.276], [-1.486, -1.124, 0.512], [0.013, 0.042, -0.080], [-0.041, -0.049, -0.057], [0.013, 0.080, 0.060], [-0.009, -0.063, -0.033], [0.017, 0.013, -0.006], [-0.004, 0.000, -0.004], [0.008, 0.027, -0.007], [-0.092, -0.034, -0.018], [0.013, 0.081, -0.022], [-0.002, 0.003, -0.024], [0.021, 0.002, 0.005], [-0.004, -0.018, -0.065], [0.114, -0.060, -0.043], [-0.139, 0.063, 0.002], [0.060, -0.091, 0.161], [0.067, 0.146, -0.068], [-0.378, -0.328, -0.274], [0.214, 0.048, 0.033], [-0.050, 0.032, 0.027], [-0.189, 0.445, 0.271], [0.326, -1.698, -1.828], [0.476, -0.354, -0.473], [0.162, -1.191, -1.373], [-0.078, -0.021, -0.022], [-0.012, 0.095, 0.028], [-0.020, 0.026, 0.093], [-0.017, 0.013, -0.034], [-0.016, 0.005, -0.019], [-0.004, 0.034, -0.032], [-0.019, -0.034, 0.010], [-0.007, -0.032, 0.033], [-0.016, -0.022, 0.004], [0.042, -0.013, -0.008], [-0.009, 0.029, 0.025], [0.001, 0.000, -0.018], [0.011, -0.035, 0.038], [-0.304, 0.090, -0.073], [0.293, 0.084, -0.090], [-0.008, -0.040, 0.041], [-0.083, -0.097, 0.078], [0.064, -0.036, 0.029], [-0.297, 0.123, -0.183], [-1.665, 1.590, -1.237], [0.098, 0.101, -0.180], [1.041, 0.725, -1.284], [0.141, -0.120, 0.125], [-0.071, -0.030, 0.032], [-0.097, -0.023, -0.394]], "s2": 0.8944, "total_charge": -2, "homo_lumo_gap_ev": [4.2, 5.4], "de_lowest_kcal_mol": 106.5, "spin_multiplicity": 2}

{"formula": "C28H24CrN6O2S", "method": "ωB97M-V with the def2-TZVPD basis set", "elements": ["Cr", "O", "C", "N", "C", "O", "C", "C", "C", "C", "C", "N", "C", "C", "C", "C", "C", "N", "H", "H", "H", "H", "H", "H", "H", "H", "N", "C", "C", "C", "C", "C", "C", "C", "C", "C", "C", "C", "C", "H", "H", "H", "H", "H", "H", "H", "H", "H", "H", "C", "N", "C", "C", "N", "C", "S", "H", "H", "H", "H", "H", "H"], "positions_angstrom": [[-0.566, 0.465, -0.333], [-1.620, -3.603, 0.134], [-1.258, -2.432, 0.216], [-1.534, -1.325, -0.607], [-2.475, -1.433, -1.585], [-3.325, -2.278, -1.771], [-2.335, -0.301, -2.545], [-2.912, -0.325, -3.823], [-2.814, 0.790, -4.619], [-2.167, 1.900, -4.142], [-1.425, 1.802, -2.957], [-1.651, 0.806, -2.105], [-0.202, -2.071, 1.226], [0.303, -3.082, 2.029], [1.338, -2.742, 2.873], [1.809, -1.423, 2.888], [1.253, -0.485, 1.974], [0.250, -0.790, 1.171], [-3.451, -1.187, -4.097], [-3.405, 0.797, -5.488], [-2.117, 2.776, -4.802], [-0.768, 2.618, -2.666], [0.013, -4.085, 1.919], [1.666, -3.519, 3.596], [2.668, -0.986, 3.432], [1.549, 0.551, 1.910], [-2.232, 1.387, 0.750], [-1.963, 1.689, 2.154], [-2.920, 1.439, 3.140], [-2.669, 1.736, 4.451], [-1.410, 2.293, 4.758], [-0.468, 2.646, 3.786], [-0.735, 2.354, 2.439], [0.216, 2.801, 1.381], [0.936, 4.033, 1.642], [1.779, 4.575, 0.712], [2.002, 3.876, -0.498], [1.270, 2.728, -0.798], [0.326, 2.176, 0.106], [-2.519, 2.156, 0.156], [-2.968, 0.697, 0.726], [-3.920, 1.162, 2.809], [-3.428, 1.716, 5.225], [-1.182, 2.662, 5.785], [0.545, 2.954, 4.174], [0.767, 4.521, 2.621], [2.357, 5.485, 0.992], [2.857, 4.166, -1.122], [1.444, 2.302, -1.806], [1.453, -3.641, -3.289], [2.401, -3.359, -2.180], [3.290, -4.244, -1.691], [4.094, -3.625, -0.811], [3.675, -2.264, -0.792], [2.643, -2.110, -1.643], [1.741, -0.748, -1.999], [1.273, -4.729, -3.404], [1.897, -3.247, -4.196], [0.481, -3.182, -3.115], [3.325, -5.296, -2.019], [4.794, -4.017, -0.120], [4.025, -1.535, -0.155]], "atomic_forces_ev_per_a": [[-1.349, -2.262, 0.066], [-0.434, 0.125, -0.372], [1.395, 0.768, 0.596], [-0.114, -0.876, 0.943], [0.580, 1.302, -0.838], [-0.824, -1.041, -0.097], [-0.241, 0.174, 0.393], [0.733, 0.699, 0.934], [-0.924, -1.043, 1.320], [1.706, 1.148, -0.438], [-1.517, 0.998, -0.774], [1.485, -0.547, -0.115], [-2.186, -0.324, -2.362], [1.602, 1.541, 0.581], [-0.134, -0.632, 1.045], [0.632, 2.109, -0.967], [0.229, -0.879, 1.110], [0.115, 0.111, 0.355], [-0.504, -0.904, -0.308], [-0.319, 0.224, -1.323], [0.254, -0.238, 0.598], [-0.150, -0.168, 0.244], [-0.836, -0.920, -0.133], [0.226, 0.750, -0.625], [-0.652, -0.935, 0.103], [0.485, 0.035, 0.228], [0.552, -1.185, 0.399], [1.072, 1.274, -0.376], [-0.321, 0.058, -1.273], [1.262, 1.103, 0.713], [-0.026, 0.993, 0.742], [0.220, -1.184, 0.870], [-0.260, -0.435, 0.038], [0.332, 1.301, -0.789], [-1.367, -1.272, 0.660], [1.026, -0.034, -0.249], [0.425, 0.160, 0.538], [0.000, 0.524, -0.093], [1.134, 1.160, 0.543], [0.109, 0.407, 0.227], [-0.293, -0.276, -0.224], [0.213, -0.332, 0.146], [0.040, -0.386, -0.160], [-0.326, -0.755, -0.724], [-1.294, 0.043, -0.872], [0.170, -0.191, -0.795], [-0.478, -0.746, -0.502], [-0.682, 0.111, -0.041], [-0.109, -0.077, 0.799], [0.171, -0.287, 0.436], [-0.933, 1.089, -0.844], [0.972, -1.870, 0.180], [-0.691, 1.400, 0.113], [0.541, -1.027, 0.447], [-0.891, -0.736, 0.005], [-0.280, 0.966, -0.157], [0.452, 0.622, 0.337], [-0.126, 0.059, -0.234], [0.213, 0.203, 0.190], [-0.168, 0.855, 0.317], [0.584, -0.120, 0.221], [-0.502, -0.631, -0.751]], "s2": 6.0683, "homo_lumo_gap_ev": [3.3, 8.2], "de_lowest_kcal_mol": 17.8, "spin_multiplicity": 5}

{"formula": "C28H24N2O3", "method": "ωB97M-V with the def2-TZVPD basis set", "elements": ["C", "N", "C", "O", "O", "C", "C", "C", "C", "C", "C", "H", "H", "C", "C", "C", "C", "C", "C", "H", "H", "C", "O", "N", "H", "H", "H", "H", "H", "H", "C", "C", "C", "C", "C", "C", "C", "H", "H", "H", "C", "C", "C", "C", "C", "C", "H", "H", "H", "H", "H", "H", "H", "H", "H", "H", "H"], "positions_angstrom": [[-2.242, -3.491, -0.690], [-2.171, -2.552, 0.403], [-1.087, -1.803, 0.703], [-1.051, -1.005, 1.610], [-0.057, -2.091, -0.136], [1.201, -1.530, -0.042], [1.524, -0.371, 0.649], [2.831, 0.081, 0.640], [3.829, -0.590, -0.061], [3.483, -1.744, -0.763], [2.188, -2.214, -0.749], [1.918, -3.113, -1.280], [4.242, -2.293, -1.299], [5.216, -0.105, -0.061], [5.802, 0.376, 1.109], [7.108, 0.824, 1.116], [7.865, 0.803, -0.053], [7.287, 0.310, -1.220], [5.981, -0.133, -1.226], [5.540, -0.490, -2.145], [7.887, 0.283, -2.118], [9.285, 1.251, -0.113], [10.080, 0.807, -0.916], [9.641, 2.193, 0.798], [8.968, 2.659, 1.379], [10.581, 2.551, 0.764], [7.545, 1.158, 2.046], [5.233, 0.374, 2.027], [3.073, 0.990, 1.170], [0.767, 0.162, 1.199], [-3.362, -2.435, 1.229], [-4.452, -1.686, 0.506], [-4.436, -0.299, 0.490], [-5.410, 0.422, -0.194], [-6.398, -0.276, -0.886], [-6.415, -1.657, -0.880], [-5.450, -2.363, -0.182], [-5.480, -3.444, -0.164], [-7.185, -2.189, -1.420], [-7.147, 0.267, -1.444], [-5.407, 1.893, -0.174], [-4.214, 2.605, -0.268], [-4.218, 3.988, -0.244], [-5.411, 4.680, -0.118], [-6.603, 3.981, -0.022], [-6.602, 2.599, -0.052], [-7.533, 2.059, 0.043], [-7.536, 4.516, 0.080], [-5.412, 5.760, -0.094], [-3.285, 4.527, -0.323], [-3.282, 2.071, -0.378], [-3.666, 0.222, 1.041], [-3.072, -1.900, 2.135], [-3.697, -3.444, 1.491], [-2.291, -4.514, -0.305], [-1.367, -3.391, -1.325], [-3.137, -3.291, -1.283]], "atomic_forces_ev_per_a": [[0.078, -0.141, -0.190], [0.068, -0.119, -0.071], [-0.160, -0.068, 0.173], [0.201, 0.222, 0.110], [0.023, -0.030, -0.125], [0.400, 0.090, 0.022], [-0.343, 0.018, 0.124], [0.175, -0.161, -0.186], [-0.269, -0.079, 0.023], [-0.003, 0.139, 0.099], [-0.362, 0.041, 0.084], [-0.029, -0.106, -0.049], [0.068, -0.055, -0.047], [0.293, 0.104, 0.047], [-0.115, -0.031, -0.079], [0.153, 0.087, -0.146], [-0.320, -0.213, -0.099], [0.212, 0.063, 0.096], [-0.040, 0.018, 0.115], [-0.048, -0.025, -0.092], [0.055, -0.004, -0.067], [0.097, 0.100, 0.125], [0.043, -0.094, -0.220], [0.124, 0.223, 0.270], [0.012, -0.012, -0.085], [-0.051, -0.054, -0.023], [0.039, 0.014, 0.077], [-0.048, -0.023, 0.080], [0.016, 0.083, 0.050], [0.002, -0.002, -0.027], [0.067, 0.212, 0.148], [-0.065, -0.157, -0.005], [-0.116, 0.019, -0.068], [0.031, -0.306, 0.010], [0.039, 0.017, 0.022], [-0.080, -0.044, -0.029], [0.023, 0.039, 0.091], [0.021, -0.114, 0.014], [-0.064, -0.040, -0.051], [-0.061, 0.065, -0.045], [-0.003, 0.283, 0.000], [-0.057, -0.047, 0.003], [0.061, 0.073, 0.027], [-0.003, 0.078, -0.002], [-0.057, 0.084, -0.024], [0.060, -0.061, -0.005], [-0.070, -0.050, 0.014], [-0.062, 0.034, 0.019], [0.005, 0.080, -0.002], [0.069, 0.039, -0.013], [0.078, -0.054, -0.016], [0.093, 0.082, 0.084], [-0.095, -0.173, -0.087], [0.018, 0.072, 0.009], [-0.025, -0.008, -0.063], [-0.116, -0.060, -0.002], [0.036, -0.045, -0.019]], "smiles": "CN(Cc1cccc(-c2ccccc2)c1)C(=O)Oc1ccc(-c2ccc(C(N)=O)cc2)cc1", "homo_lumo_gap_ev": 9.0, "de_lowest_kcal_mol": 1.2, "spin_multiplicity": 1}